Version a
Density functional theory data (ωB97M-V with the def2-TZVPD basis set) for a 2-piece molecular cluster, C3H12NO overall.

Values from the calculation:
Kohn-Sham gap (alpha / beta) in eV: 14.430 / 7.284
Molecular weight in g mol⁻¹: 78.1
Lowest unoccupied orbital energy (alpha / beta) in hartree: -0.2822 / -0.5417
Expectation value of S²: 0.75

ORCA input file:
```
! wB97M-V def2-TZVPD RIJCOSX def2/J DEFGRID3
* xyz 2 2
C 0.67 -1.73 -1.85
N 1.11 -1.39 -0.26
H 1.62 -2.03 -2.36
H 0.00 -2.67 -1.77
H 0.41 -0.76 -2.16
H 0.55 -1.93 0.39
H 1.08 -0.39 -0.16
H 2.13 -1.54 0.01
C -1.03 1.13 0.31
O 0.31 1.36 -0.12
C -1.25 0.86 1.85
H -1.73 1.99 0.09
H -1.53 0.24 -0.24
H 0.81 1.99 0.41
H -0.44 1.39 2.56
H -2.29 1.22 2.12
H -1.20 -0.24 2.06
*
```

***

Version b
Density functional theory data (ωB97M-V with the def2-TZVPD basis set) for a 2-piece molecular cluster, C3H12NO overall.

Values from the calculation:
Kohn-Sham gap (alpha / beta) in eV: 11.736 / 3.894
Molecular weight in g mol⁻¹: 78.1
Lowest unoccupied orbital energy (alpha / beta) in hartree: -0.2717 / -0.5594
Expectation value of S²: 0.75

ORCA input file:
```
! wB97M-V def2-TZVPD RIJCOSX def2/J DEFGRID3
* xyz 2 2
C 0.10 -0.17 -0.04
C 1.47 -0.92 0.12
C 1.99 -1.73 -1.09
N -0.35 0.54 1.22
H 0.16 0.66 -0.74
H -0.67 -0.92 -0.24
H 1.47 -1.57 1.00
H 2.25 -0.11 0.08
H 1.91 -2.81 -1.01
H 1.32 -1.25 -1.84
H 3.03 -1.56 -1.40
H -0.43 -0.09 2.04
H 0.31 1.28 1.47
H -1.27 1.00 1.10
H -3.42 1.91 0.27
H -2.78 2.15 -1.13
O -2.59 1.82 -0.25
*
```

***

Most stable pick: version b. Distance to second place: 15.5 kcal/mol.

***

Version a
Density functional theory data (ωB97M-V with the def2-TZVPD basis set) for C23H44F9N4O7P2SSbSe4Ti as an isolated structure.

Values from the calculation:
Kohn-Sham gap in eV: 5.586
Molecular weight in g mol⁻¹: 1239.1
Lowest unoccupied orbital energy in hartree: 0.1336

ORCA input file:
```
! wB97M-V def2-TZVPD RIJCOSX def2/J DEFGRID3
* xyz -2 1
Ti 0.57 -0.41 -1.43
C -3.11 3.39 -2.87
C -2.20 3.33 -1.65
C -2.12 4.71 -0.99
O -2.71 2.39 -0.70
P -1.83 0.97 -0.15
O -0.73 -0.22 -0.03
C -0.46 2.17 0.35
P 0.95 1.36 1.09
O 1.77 0.51 0.18
O 1.79 2.64 1.60
C 3.13 2.46 2.10
C 4.13 2.41 0.95
C 3.40 3.63 3.03
O 0.64 0.54 2.40
C -0.30 0.89 3.43
C 0.44 1.54 4.58
C -0.99 -0.40 3.83
O -2.56 0.87 1.30
C -3.98 1.01 1.46
C -4.47 -0.18 2.26
C -4.25 2.34 2.15
H -2.77 4.18 -3.55
H -4.14 3.61 -2.57
H -3.07 2.45 -3.41
H -1.22 3.02 -2.00
H -3.12 5.07 -0.74
H -1.65 5.42 -1.68
H -1.52 4.68 -0.08
H -0.86 2.94 1.00
H -0.02 2.66 -0.52
H 3.16 1.52 2.66
H 4.10 3.34 0.40
H 3.90 1.59 0.27
H 5.13 2.27 1.35
H 3.42 4.56 2.46
H 4.38 3.50 3.51
H 2.64 3.71 3.80
H -1.04 1.58 3.01
H 1.23 0.88 4.94
H -0.25 1.74 5.41
H 0.89 2.49 4.27
H -0.27 -1.08 4.27
H -1.43 -0.87 2.95
H -1.78 -0.19 4.56
H -4.45 1.00 0.48
H -4.03 -0.18 3.26
H -4.18 -1.10 1.75
H -5.56 -0.15 2.36
H -3.72 2.38 3.10
H -5.32 2.46 2.34
H -3.92 3.16 1.51
N -2.03 -2.41 -1.00
N -3.03 -1.46 -0.82
C -2.79 -0.11 -1.34
N -4.11 0.35 -1.75
S -1.56 0.03 -2.72
H -2.09 -2.94 -1.86
H -1.88 -2.98 -0.18
H -3.93 -1.75 -1.17
H -4.11 1.36 -1.74
H -4.26 0.05 -2.70
Se 3.99 -8.13 -3.15
Sb 3.27 -5.82 -3.31
Se 0.75 -2.32 -2.99
Se 2.46 -2.10 -1.46
Se 4.50 -4.64 -4.98
C 2.69 -5.58 0.94
C 1.38 -6.38 1.04
C 1.50 -7.46 2.12
C 1.05 -7.02 -0.32
C 0.28 -5.49 1.45
N -0.63 -4.87 1.78
H 3.51 -6.27 0.74
H 2.89 -5.04 1.87
H 2.64 -4.85 0.13
H 2.28 -8.16 1.83
H 0.56 -8.01 2.22
H 1.75 -7.03 3.08
H 0.26 -7.76 -0.20
H 1.93 -7.51 -0.72
H 0.73 -6.27 -1.04
F 1.06 3.70 -2.32
C 2.17 3.21 -2.90
F 2.48 4.05 -3.90
F 3.15 3.29 -1.99
C 1.95 1.73 -3.37
O 1.30 1.06 -2.40
C 1.11 1.76 -4.69
F 0.63 0.56 -4.97
F 0.06 2.60 -4.56
F 1.82 2.18 -5.75
C 3.34 1.09 -3.66
F 3.22 -0.02 -4.36
F 3.98 0.82 -2.52
F 4.14 1.94 -4.36
*
```

***

Version b
Density functional theory data (ωB97M-V with the def2-TZVPD basis set) for C23H44F9N4O7P2SSbSe4Ti as an isolated structure.

Values from the calculation:
Kohn-Sham gap in eV: 3.675
Molecular weight in g mol⁻¹: 1239.1
Lowest unoccupied orbital energy in hartree: 0.1336

ORCA input file:
```
! wB97M-V def2-TZVPD RIJCOSX def2/J DEFGRID3
* xyz -2 1
Ti 0.37 -0.57 -1.20
C -3.08 3.34 -2.98
C -2.19 3.25 -1.73
C -2.26 4.57 -0.95
O -2.58 2.18 -0.93
P -1.78 0.57 -0.21
O -0.87 -0.65 0.11
C -0.38 1.76 0.18
P 0.92 0.84 1.00
O 1.82 0.02 0.18
O 1.72 2.14 1.55
C 3.01 1.97 2.11
C 4.10 2.07 1.06
C 3.17 3.05 3.17
O 0.62 -0.06 2.28
C 0.08 0.32 3.53
C 1.08 -0.09 4.61
C -1.23 -0.43 3.75
O -2.61 0.66 1.17
C -3.96 1.03 1.32
C -4.57 0.21 2.46
C -4.10 2.52 1.64
H -2.80 4.21 -3.57
H -4.12 3.42 -2.68
H -2.96 2.46 -3.61
H -1.15 3.12 -2.09
H -3.29 4.84 -0.76
H -1.79 5.36 -1.53
H -1.75 4.47 0.00
H -0.74 2.54 0.84
H 0.07 2.23 -0.69
H 3.06 0.97 2.57
H 4.07 3.06 0.59
H 3.97 1.32 0.29
H 5.07 1.91 1.52
H 3.24 4.03 2.70
H 4.07 2.88 3.75
H 2.31 3.06 3.84
H -0.08 1.40 3.54
H 1.29 -1.15 4.48
H 0.64 0.08 5.59
H 2.01 0.46 4.53
H -1.04 -1.49 3.79
H -1.92 -0.24 2.93
H -1.69 -0.10 4.69
H -4.49 0.81 0.39
H -4.08 0.47 3.40
H -4.44 -0.86 2.29
H -5.63 0.44 2.53
H -3.49 2.78 2.51
H -5.15 2.73 1.86
H -3.78 3.11 0.80
N -2.19 -2.66 -1.24
N -3.16 -1.66 -0.97
C -2.83 -0.33 -1.47
N -4.07 0.25 -1.88
S -1.53 -0.26 -2.77
H -2.29 -3.07 -2.17
H -2.25 -3.39 -0.54
H -4.09 -1.89 -1.33
H -3.97 1.26 -1.81
H -4.27 0.02 -2.86
Se 3.21 -6.38 -3.09
Sb 2.25 -4.12 -2.81
Se 0.48 -2.29 -2.58
Se 2.07 -2.02 -1.41
Se 3.41 -3.63 -4.92
C 3.10 -4.61 0.86
C 1.66 -5.10 1.03
C 1.49 -5.82 2.37
C 1.27 -6.00 -0.16
C 0.76 -3.96 1.01
N 0.00 -3.10 1.02
H 3.79 -5.43 1.05
H 3.33 -3.78 1.53
H 3.26 -4.26 -0.19
H 2.16 -6.68 2.40
H 0.47 -6.18 2.52
H 1.74 -5.17 3.21
H 0.50 -6.72 0.12
H 2.16 -6.52 -0.55
H 0.89 -5.37 -1.01
F 1.05 3.57 -2.64
C 2.13 2.88 -3.02
F 2.55 3.47 -4.15
F 3.06 3.12 -2.09
C 1.86 1.38 -3.20
O 1.16 0.87 -2.19
C 1.15 1.17 -4.55
F 0.70 -0.07 -4.66
F 0.12 2.00 -4.70
F 1.96 1.39 -5.60
C 3.23 0.67 -3.29
F 3.12 -0.53 -3.82
F 3.74 0.53 -2.05
F 4.13 1.37 -4.00
*
```

***

Most stable pick: version a. Distance to second place: 210.9 kcal/mol.

***

Version a
Density functional theory data (ωB97M-V with the def2-TZVPD basis set) for a 18-piece molecular cluster, C3H39NO17 overall.

Values from the calculation:
Kohn-Sham gap in eV: 10.095
Molecular weight in g mol⁻¹: 361.3
Lowest unoccupied orbital energy in hartree: 0.0017

ORCA input file:
```
! wB97M-V def2-TZVPD RIJCOSX def2/J DEFGRID3
* xyz 0 1
C 0.69 0.05 -2.04
C 1.06 0.26 -3.28
C -0.92 0.82 -0.54
N -0.66 0.31 -1.67
H 1.34 -0.36 -1.27
H 0.42 0.66 -4.07
H 2.06 0.07 -3.63
H -1.95 1.01 -0.29
H -0.16 1.13 0.16
H -1.22 -0.50 2.53
H -0.82 1.00 2.93
O -0.59 0.04 3.06
H -2.03 -0.03 -2.93
H -3.32 0.28 -3.73
O -2.75 -0.44 -3.44
H 0.31 5.12 1.01
H 0.49 4.06 -0.03
O 0.35 4.16 0.96
H 0.66 -2.00 3.56
H -0.15 -2.69 2.50
O 0.70 -2.74 2.93
H 0.77 -3.30 -1.40
H 1.59 -4.50 -0.81
O 1.67 -3.56 -1.07
H -3.40 -2.87 -0.64
H -1.96 -3.42 -0.79
O -2.70 -3.38 -0.14
H -0.67 3.19 2.04
H -1.18 3.21 3.46
O -1.28 2.71 2.65
H 5.15 0.30 -0.08
H 3.78 -0.40 -0.06
O 4.31 0.23 -0.58
H 3.31 3.05 0.04
H 3.68 1.92 -0.96
O 3.38 2.86 -0.92
H -4.27 -0.99 -0.81
H -3.84 -1.30 -2.28
O -4.34 -1.67 -1.51
H 2.02 -2.35 1.78
H 2.42 -2.58 0.28
O 2.66 -2.04 1.08
H 1.10 0.28 2.49
H 2.37 -0.30 1.69
O 2.00 0.51 2.13
H 1.92 3.51 -1.43
H 0.53 3.14 -2.02
O 0.98 3.86 -1.55
H -2.81 -2.19 2.56
H -2.39 -2.40 1.04
O -2.32 -1.77 1.84
H 1.93 3.55 1.58
H 2.59 2.17 1.89
O 2.80 3.11 1.68
H -3.28 -0.47 1.09
H -4.49 0.50 1.08
O -3.83 0.10 0.50
H -1.11 -3.59 -2.96
H -1.01 -2.13 -2.37
O -0.87 -3.07 -2.17
*
```

***

Version b
Density functional theory data (ωB97M-V with the def2-TZVPD basis set) for a 17-piece molecular cluster, C3H39NO17 overall.

Values from the calculation:
Kohn-Sham gap in eV: 9.972
Molecular weight in g mol⁻¹: 361.3
Lowest unoccupied orbital energy in hartree: -0.0080

ORCA input file:
```
! wB97M-V def2-TZVPD RIJCOSX def2/J DEFGRID3
* xyz 0 1
C -0.96 -0.50 0.80
C -0.87 -0.06 -0.67
C -0.71 -1.10 -1.77
O -0.43 -0.67 -2.86
N -1.17 0.73 1.59
H -0.12 -1.16 0.99
H -1.89 -1.05 0.98
H 0.05 0.54 -0.75
H -1.64 0.69 -0.87
H -0.88 -2.17 -1.61
H -0.30 1.26 1.46
H -1.04 0.51 2.58
H 1.61 1.05 1.85
H 2.14 -0.21 1.19
O 2.20 0.28 2.03
H -1.40 3.60 0.52
H -1.20 4.99 1.10
O -1.22 4.05 1.38
H -3.31 -3.62 0.46
H -3.19 -2.46 -0.51
O -2.67 -3.18 -0.09
H 0.34 -3.39 1.15
H -0.76 -3.42 -0.04
O 0.18 -3.41 0.18
H 2.96 3.04 -1.43
H 2.16 1.64 -1.59
O 2.08 2.61 -1.43
H 2.81 -2.24 -1.09
H 1.30 -2.30 -0.80
O 1.99 -1.74 -1.22
H 0.01 -3.11 3.20
H 1.06 -4.07 3.12
O 0.13 -4.03 2.86
H -4.65 -1.03 -0.25
H -3.68 -0.35 -1.08
O -4.28 -1.11 -1.13
H 0.24 3.32 1.72
H 1.34 3.03 0.83
O 1.07 2.77 1.73
H -4.30 2.15 0.17
H -3.10 1.34 0.73
O -4.04 1.25 0.49
H 2.04 -3.83 0.06
H 2.54 -3.94 1.50
O 2.86 -3.89 0.59
H 0.90 -0.97 4.34
H 1.29 -1.02 2.92
O 0.94 -1.61 3.63
H 1.80 -2.86 -3.25
H 0.73 -1.87 -3.72
O 1.15 -2.73 -3.95
H 0.01 2.83 -3.67
H 0.89 3.29 -2.53
O 0.10 3.57 -3.05
H -2.16 4.20 -1.70
H -1.12 3.21 -1.87
O -1.85 3.41 -1.21
H 5.01 3.30 -1.37
H 4.56 2.87 0.01
O 4.48 3.60 -0.62
*
```

***

Most stable pick: version a. Distance to second place: 33.3 kcal/mol.

***

Version a
Density functional theory data (ωB97M-V with the def2-TZVPD basis set) for the molecule C2H3O2P.

Values from the calculation:
Kohn-Sham gap in eV: 9.094
Molecular weight in g mol⁻¹: 90.0
Lowest unoccupied orbital energy in hartree: 0.0178
SMILES: C1=POCO1

ORCA input file:
```
! wB97M-V def2-TZVPD RIJCOSX def2/J DEFGRID3
* xyz 0 1
C 0.68 1.26 0.00
P 1.79 0.02 -0.01
O 0.66 -1.16 0.01
C -0.68 -0.74 0.00
O -0.81 0.64 0.02
H 0.68 2.32 -0.02
H -1.17 -1.16 0.90
H -1.15 -1.16 -0.90
*
```

***

Version b
Density functional theory data (ωB97M-V with the def2-TZVPD basis set) for the molecule C2H3O2P.

Values from the calculation:
Kohn-Sham gap in eV: 9.428
Molecular weight in g mol⁻¹: 90.0
Lowest unoccupied orbital energy in hartree: -0.0534

ORCA input file:
```
! wB97M-V def2-TZVPD RIJCOSX def2/J DEFGRID3
* xyz 0 1
C 0.77 -0.36 0.61
C 1.71 0.23 0.14
O -1.40 1.42 0.06
O -1.86 -1.12 0.13
P -1.07 0.04 -0.32
H 0.16 -0.70 1.37
H -0.58 -0.37 -1.51
H 2.28 0.87 -0.47
*
```

***

Most stable pick: version a. Distance to second place: 18.3 kcal/mol.

***

Version a
Density functional theory data (ωB97M-V with the def2-TZVPD basis set) for a 2-piece molecular cluster, C9H14O overall.

Values from the calculation:
Kohn-Sham gap (alpha / beta) in eV: 10.007 / 6.433
Molecular weight in g mol⁻¹: 138.2
Lowest unoccupied orbital energy (alpha / beta) in hartree: -0.1474 / -0.2806
Expectation value of S²: 0.77

ORCA input file:
```
! wB97M-V def2-TZVPD RIJCOSX def2/J DEFGRID3
* xyz 1 2
C 1.01 1.74 -0.85
C 2.28 2.01 -1.70
H 1.00 0.66 -0.55
H 0.79 2.36 0.00
H 0.21 1.51 -1.56
H 1.89 2.59 -2.55
H 2.55 1.08 -2.18
H 3.08 2.52 -1.19
C -0.88 -2.25 -1.38
C 0.07 -0.92 2.03
C 0.14 -1.68 0.87
C -0.74 0.19 2.10
C -0.81 -1.41 -0.17
C -1.76 0.48 1.11
C -1.71 -0.32 0.03
O -0.81 0.89 3.23
H 0.74 -1.27 2.79
H 0.76 -2.56 0.83
H 0.04 1.15 3.63
H -2.58 1.13 1.36
H 0.02 -2.80 -1.65
H -1.31 -1.69 -2.20
H -2.37 -0.33 -0.83
H -1.60 -3.06 -1.18
*
```

***

Version b
Density functional theory data (ωB97M-V with the def2-TZVPD basis set) for a 2-piece molecular cluster, C9H14O overall.

Values from the calculation:
Kohn-Sham gap (alpha / beta) in eV: 10.117 / 6.374
Molecular weight in g mol⁻¹: 138.2
Lowest unoccupied orbital energy (alpha / beta) in hartree: -0.1479 / -0.2913
Expectation value of S²: 0.76

ORCA input file:
```
! wB97M-V def2-TZVPD RIJCOSX def2/J DEFGRID3
* xyz 1 2
C 3.57 0.70 0.50
C 2.17 0.46 0.71
H 4.05 0.98 1.49
H 3.93 -0.25 0.03
H 3.93 1.37 -0.29
H 1.96 -0.41 1.41
H 1.68 1.29 1.01
H 1.57 0.13 -0.26
C 0.43 -1.77 -2.15
C -1.12 -0.70 1.15
C -1.57 0.62 0.72
C -0.24 -1.37 0.29
C -0.17 -0.89 -1.05
C -1.34 1.24 -0.51
C -0.68 0.33 -1.43
O -2.28 1.37 1.64
H -1.29 -1.07 2.19
H 0.06 -2.43 0.60
H -1.80 2.15 -0.87
H -3.14 1.02 1.78
H 1.35 -2.13 -1.84
H 0.35 -1.39 -3.07
H -0.59 0.81 -2.44
H -0.14 -2.68 -2.23
*
```

***

Version c
Density functional theory data (ωB97M-V with the def2-TZVPD basis set) for a 2-piece molecular cluster, C9H14O overall.

Values from the calculation:
Kohn-Sham gap (alpha / beta) in eV: 9.825 / 6.091
Molecular weight in g mol⁻¹: 138.2
Lowest unoccupied orbital energy (alpha / beta) in hartree: -0.1449 / -0.2822
Expectation value of S²: 0.77

ORCA input file:
```
! wB97M-V def2-TZVPD RIJCOSX def2/J DEFGRID3
* xyz 1 2
C 0.27 -0.68 -3.45
C 1.00 -1.73 0.05
C 0.52 -1.74 -1.24
C 1.84 -0.68 0.52
C 0.75 -0.60 -2.03
C 1.82 0.52 -0.19
C 1.28 0.59 -1.46
O 2.60 -0.77 1.61
H 1.12 -2.68 0.56
H 0.03 -2.64 -1.57
H 2.41 -1.66 1.93
H 2.29 1.42 0.18
H -0.55 -1.40 -3.49
H 1.12 -1.03 -4.04
H 1.21 1.57 -1.94
H -0.21 0.23 -3.83
C -2.15 0.61 2.25
C -2.14 2.15 2.37
H -3.16 0.50 1.86
H -1.53 0.05 1.53
H -1.95 0.14 3.20
H -1.86 2.63 1.43
H -3.13 2.59 2.56
H -1.58 2.59 3.18
*
```

***

Most stable pick: version c. Distance to second place: 4.9 kcal/mol.

***

Version a
Density functional theory data (ωB97M-V with the def2-TZVPD basis set) for a 2-piece molecular cluster, C9H14O overall.

Values from the calculation:
Kohn-Sham gap (alpha / beta) in eV: 9.923 / 7.219
Molecular weight in g mol⁻¹: 138.2
Lowest unoccupied orbital energy (alpha / beta) in hartree: -0.1474 / -0.2731
Expectation value of S²: 0.77

ORCA input file:
```
! wB97M-V def2-TZVPD RIJCOSX def2/J DEFGRID3
* xyz 1 2
C -0.79 1.27 -4.13
C 0.24 0.94 -3.03
H -0.45 0.80 -5.04
H -1.77 0.84 -3.93
H -0.87 2.34 -4.31
H -0.16 1.18 -2.05
H 1.13 1.55 -3.16
H 0.47 -0.12 -3.11
C 2.48 0.05 -0.30
C -0.41 -1.64 1.33
C 0.71 -1.49 0.57
C -1.12 -0.50 1.80
C 1.24 -0.20 0.45
C -0.50 0.78 1.85
C 0.57 0.94 1.04
O -2.34 -0.62 2.29
H -0.74 -2.63 1.57
H 1.07 -2.43 0.17
H -2.86 -1.25 1.76
H -0.89 1.57 2.47
H 2.34 0.78 -1.11
H 3.08 -0.75 -0.74
H 1.00 1.87 0.68
H 3.19 0.62 0.32
*
```

***

Version b
Density functional theory data (ωB97M-V with the def2-TZVPD basis set) for a 2-piece molecular cluster, C9H14O overall.

Values from the calculation:
Kohn-Sham gap (alpha / beta) in eV: 10.546 / 6.469
Molecular weight in g mol⁻¹: 138.2
Lowest unoccupied orbital energy (alpha / beta) in hartree: -0.1432 / -0.2937
Expectation value of S²: 0.77

ORCA input file:
```
! wB97M-V def2-TZVPD RIJCOSX def2/J DEFGRID3
* xyz 1 2
C -0.45 -2.76 -0.67
C -0.77 -0.32 -0.12
C -0.72 -1.35 -1.05
C -0.81 1.00 -0.51
C -0.95 1.36 -1.87
C -0.60 -0.95 -2.37
C -0.71 0.37 -2.83
O -1.16 2.65 -2.41
H -0.92 -0.42 0.99
H -0.58 1.71 0.25
H -0.20 -3.27 -1.69
H -1.43 -3.28 -0.36
H -0.39 -1.61 -3.26
H -1.65 3.19 -1.68
H -0.57 0.68 -3.83
H 0.35 -2.89 0.17
C 1.97 1.25 2.77
C 0.89 0.19 2.51
H 2.75 1.00 3.53
H 2.52 1.48 1.77
H 1.54 2.17 3.15
H 0.19 0.58 1.73
H 0.38 0.03 3.57
H 1.31 -0.80 2.20
*
```

***

Most stable pick: version a. Distance to second place: 26.8 kcal/mol.